Molecular formula: C5H4
Method: DFT, ωB97M-V with the def2-TZVPD basis set

Values from the calculation:
- E_tot: -5243.2961 eV
- Largest force on an atom: 6.291 eV/A
- HOMO-LUMO gap: 9.75 eV
- Energy above the lowest of the compared OMol25 structures with the same formula, charge and spin: 66.9 kcal/mol
- LUMO level: 0.0226 hartree
- Highest occupied orbital energy: -9.14 eV

Geometry (Å):
C -0.99571 -0.93050 0.86665
C -0.59138 -2.14808 0.76373
C -1.32407 0.45357 0.59643
C -0.06340 0.63420 -0.11467
C 0.36467 -0.81907 -0.00940
H -2.12039 1.09776 1.04670
H 0.37570 1.41870 -0.64252
H 1.26776 -1.14299 0.65272
H 0.30399 -1.19861 -0.97531